(1)
This record from the OMol25 dataset describes 2 unconnected molecules or ions with the total composition C4H8O2 in a non-equilibrium geometry. The level of theory is the ωB97M-V functional and the def2-TZVPD basis.

Values from the calculation:
E_LUMO: 0.753 eV
energy relative to the best compared isomer or geometry (same formula, charge and spin): 479.1 kJ/mol
orbital gap: 8.427 eV
calculated total energy: -8368.3166 eV
charge: 0

Last column: Mulliken charge in e.
CARTESIAN COORDINATES (ANGSTROEM)
1 C -0.8222 1.6240 -0.8460  -1.26
2 C -0.7201 0.2059 -0.3887  0.73
3 O -1.6099 -0.5657 -0.5679  -0.57
4 C 1.0134 -0.1099 0.1486  -0.60
5 C 0.4796 -1.0646 0.9582  -0.38
6 O 0.1316 -2.2950 0.5471  -0.44
7 H -0.7239 2.2960 0.0084  0.32
8 H -0.0096 1.8592 -1.5407  0.31
9 H -1.7822 1.7937 -1.3282  0.36
10 H 1.4975 -0.4195 -0.7561  0.33
11 H 1.3780 0.8242 0.5081  0.36
12 H 0.0106 -0.7145 1.8648  0.33
13 H 1.8801 -1.2295 1.2777  0.15
14 H -0.7228 -2.2043 0.1147  0.36

Cartesian forces (eV/Å) of the 2 atoms listed first:
-0.6770 0.6079 0.1074
3.0880 2.9958 -2.6069

=====

(2)
This record from the OMol25 dataset describes 10 unconnected molecules or ions with the total composition C40H107N7O16 in a non-equilibrium geometry. The level of theory is the ωB97M-V functional and the def2-TZVPD basis.

Values from the calculation:
E_LUMO: 0.328 eV
SMILES string: COC[C@H](C)N.COC[C@H](C)N.COC[C@H](C)N.COC[C@H](C)N.COCCNCCOC.COCCNCCOC.COCCNCCOC.OCCO.OCCO.OCCO
energy relative to the best compared isomer or geometry (same formula, charge and spin): 313.4 kJ/mol
orbital gap: 8.465 eV
calculated total energy: -86395.5081 eV
charge: 0

Last column: Mulliken charge in e.
CARTESIAN COORDINATES (ANGSTROEM)
1 C -0.5580 -0.6762 -1.8170  -0.58
2 O 0.5621 -1.0984 -1.1543  -0.56
3 C 0.8071 -0.2953 0.0269  -0.63
4 C 1.8141 -0.9460 1.0617  1.78
5 C 3.2797 -1.0346 0.5542  -1.24
6 N 1.2925 -2.2703 1.3826  -0.04
7 H -0.5123 0.2661 -2.3780  0.16
8 H -1.3571 -0.6543 -1.1002  0.60
9 H -0.7623 -1.4931 -2.5729  0.23
10 H 1.1703 0.7193 -0.3102  0.25
11 H -0.1124 -0.1169 0.5162  0.17
12 H 1.7616 -0.3714 2.0102  -0.99
13 H 3.3114 -1.8710 -0.2397  0.23
14 H 3.9967 -1.1779 1.3369  -0.17
15 H 3.6191 -0.0935 0.1201  0.47
16 H 1.1129 -2.7140 0.5082  0.32
17 H 0.4276 -2.2156 1.8799  -0.06
18 C -0.1494 6.3310 -3.7372  -0.60
19 O -1.5488 6.1818 -3.3661  -0.43
20 C -1.8334 5.0562 -2.5569  -0.63
21 C -2.1699 3.8415 -3.3838  1.09
22 C -3.4580 4.0510 -4.1664  -1.25
23 N -2.3284 2.7243 -2.4508  0.73
24 H 0.4728 5.9169 -2.9422  0.30
25 H 0.1017 7.3934 -3.7803  0.29
26 H 0.0410 5.8135 -4.7470  0.17
27 H -1.0301 4.8303 -1.7440  0.36
28 H -2.7017 5.2631 -1.9098  0.04
29 H -1.3434 3.7846 -4.0717  0.01
30 H -4.2720 4.1586 -3.4998  0.37
31 H -3.6313 3.1964 -4.8593  0.09
32 H -3.2282 4.9285 -4.9026  0.27
33 H -2.3979 1.8913 -2.9630  -0.73
34 H -1.4279 2.6020 -1.9204  0.04
35 C 1.4921 4.8099 4.6399  -0.75
36 O 1.6961 3.4167 4.6850  -0.26
37 C 0.4827 2.8111 5.2518  -0.78
38 C 0.4010 1.3340 5.0467  0.91
39 C 1.6469 0.6393 5.7424  -1.57
40 N 0.2557 0.9718 3.6026  0.03
41 H 0.4752 5.0489 4.4537  0.33
42 H 2.1597 5.1770 3.8525  0.24
43 H 1.7523 5.2962 5.6137  0.26
44 H 0.4246 2.9139 6.3730  0.31
45 H -0.3004 3.3765 4.7048  0.33
46 H -0.5416 0.9968 5.5564  -0.05
47 H 1.7202 0.7422 6.8111  0.56
48 H 2.5485 0.9900 5.3156  0.25
49 H 1.5404 -0.4522 5.6864  0.18
50 H 0.9763 1.3232 3.0094  0.35
51 H -0.5350 1.5466 3.2373  -0.25
52 C -6.4887 -1.7379 2.1857  -0.82
53 O -5.4175 -1.8256 3.1405  -0.46
54 C -4.1442 -1.8864 2.5577  -0.01
55 C -3.1092 -1.9920 3.6710  0.29
56 C -3.3437 -0.9469 4.7847  -1.41
57 N -1.7720 -2.0092 3.0602  -0.23
58 H -6.5457 -2.5492 1.4388  0.27
59 H -6.5707 -0.7845 1.7430  0.29
60 H -7.3373 -1.7633 2.8209  0.40
61 H -4.0130 -2.7249 1.9566  0.30
62 H -3.9638 -1.0021 1.8444  -0.09
63 H -3.2427 -3.0282 4.0717  0.26
64 H -4.0591 -1.2196 5.4828  0.47
65 H -3.7044 0.0095 4.3239  0.10
66 H -2.4489 -0.7268 5.2793  0.48
67 H -1.2691 -2.6302 3.6124  0.25
68 H -1.2794 -1.1167 3.1967  -0.10
69 C 6.3136 -3.1615 9.0663  -0.83
70 O 5.1993 -3.2401 8.1444  -0.20
71 C 4.8851 -4.6107 7.8969  -0.76
72 C 3.6157 -4.6500 7.1057  -0.63
73 N 3.7918 -3.9557 5.8360  0.16
74 C 2.6916 -3.8805 4.8723  -0.38
75 C 3.0468 -4.3449 3.3957  -0.63
76 O 4.0027 -3.4583 2.8824  -0.27
77 C 4.4567 -3.8661 1.6177  -0.85
78 H 6.5639 -2.1508 9.3511  0.24
79 H 7.2072 -3.6079 8.5510  0.33
80 H 6.0669 -3.7767 9.9358  0.32
81 H 4.7062 -5.1587 8.8141  0.44
82 H 5.7061 -5.1253 7.3491  0.33
83 H 2.7632 -4.2865 7.7286  0.37
84 H 3.4635 -5.8010 7.0255  0.29
85 H 4.3081 -3.0822 5.9138  0.10
86 H 2.3651 -2.8598 4.7979  -0.23
87 H 1.7872 -4.3758 5.2508  0.55
88 H 2.1997 -4.2489 2.7318  0.32
89 H 3.4412 -5.3991 3.4343  0.41
90 H 3.5537 -3.7502 0.9772  0.23
91 H 4.8858 -4.8947 1.5996  0.24
92 H 5.1752 -3.1272 1.3477  0.33
93 C 3.6598 3.4709 -4.1159  -0.58
94 O 3.9395 2.2867 -4.8132  -0.42
95 C 3.0747 1.2341 -4.3222  -0.10
96 C 3.3742 0.0356 -5.0924  -0.92
97 N 3.0327 0.1930 -6.4667  -0.29
98 C 1.7269 -0.3857 -6.8084  -0.04
99 C 1.3792 0.2726 -8.1604  -0.76
100 O 1.3359 1.6311 -7.9572  -0.29
101 C 0.7855 2.3084 -9.0219  -1.02
102 H 2.5950 3.6328 -4.0720  0.14
103 H 4.1057 4.3027 -4.6808  0.29
104 H 4.1029 3.6221 -3.0886  0.26
105 H 2.0436 1.6124 -4.4000  0.06
106 H 3.2174 0.9784 -3.2754  0.55
107 H 2.7492 -0.8693 -4.7035  0.30
108 H 4.4281 -0.1789 -5.0016  0.38
109 H 3.0494 1.1579 -6.7722  0.32
110 H 1.0174 -0.2851 -5.9925  -0.07
111 H 1.7873 -1.4859 -7.0498  0.23
112 H 0.3440 -0.0567 -8.4435  0.39
113 H 2.1911 -0.0511 -8.7897  0.50
114 H -0.0102 1.7686 -9.4406  0.41
115 H 1.4541 2.5646 -9.8704  0.33
116 H 0.2889 3.2177 -8.6275  0.27
117 C -3.0923 2.6095 -7.8287  -0.56
118 O -3.1268 1.4536 -7.0577  -0.47
119 C -1.8829 1.1271 -6.3977  1.66
120 C -2.0719 -0.2008 -5.6884  -1.00
121 N -2.7268 0.0427 -4.3497  0.85
122 C -4.1640 -0.1964 -4.3809  -1.12
123 C -4.7658 0.1204 -2.9994  -0.45
124 O -4.3359 -0.8646 -2.0291  0.06
125 C -5.3007 -1.0886 -1.0126  -0.33
126 H -3.0222 3.4701 -7.2278  0.24
127 H -4.0128 2.6359 -8.4149  0.28
128 H -2.3360 2.5391 -8.5974  0.16
129 H -1.5525 1.9955 -5.7516  -0.46
130 H -1.0947 1.0716 -7.1226  -0.41
131 H -1.0961 -0.6829 -5.5193  0.13
132 H -2.6489 -0.9201 -6.2356  0.44
133 H -2.2551 -0.5641 -3.6475  -0.65
134 H -4.4428 -1.1864 -4.6437  0.41
135 H -4.6408 0.4635 -5.1174  0.47
136 H -5.8934 0.0773 -3.0822  0.45
137 H -4.4179 1.0538 -2.6523  0.12
138 H -4.8862 -1.7748 -0.2533  -0.50
139 H -6.1782 -1.6943 -1.3962  0.38
140 H -5.7058 -0.1855 -0.5811  0.39
141 O 5.8357 -1.9007 4.2241  -0.62
142 C 5.1855 -0.5867 4.1414  0.44
143 C 5.2480 0.1516 5.4804  -0.64
144 O 4.4733 -0.5384 6.4165  -0.42
145 H 5.1873 -2.5722 3.9447  0.38
146 H 5.6359 0.0447 3.3532  0.43
147 H 4.1436 -0.6780 3.7528  -0.28
148 H 4.8958 1.2021 5.2456  0.20
149 H 6.2404 0.1721 5.8977  0.50
150 H 5.1000 -1.1024 6.8225  0.17
151 O -3.0128 -4.0795 0.0728  -0.58
152 C -2.1495 -3.6847 -0.9659  0.74
153 C -2.1892 -4.6301 -2.1473  -0.51
154 O -3.4757 -4.5944 -2.7180  -0.56
155 H -3.8964 -3.9729 -0.3096  0.41
156 H -2.5562 -2.7241 -1.3203  -0.41
157 H -1.1859 -3.5455 -0.4863  -0.07
158 H -2.0190 -5.6820 -1.8363  0.34
159 H -1.3849 -4.4031 -2.8883  0.24
160 H -3.5747 -3.6948 -2.9235  0.31
161 O -2.0677 2.1006 1.7644  -0.22
162 C -3.2731 2.8481 2.1028  -0.37
163 C -4.0318 3.3122 0.9179  -0.43
164 O -4.3003 2.3068 -0.0436  -0.37
165 H -2.3576 1.6180 0.9893  -0.01
166 H -3.7975 2.1655 2.7343  0.14
167 H -2.9064 3.7212 2.5593  0.47
168 H -3.6303 4.2296 0.4576  0.17
169 H -5.0598 3.6392 1.3426  0.27
170 H -3.7287 2.4828 -0.8284  0.17

Cartesian forces (eV/Å) of the 2 atoms listed first:
-0.8623 -1.3811 -1.4768
2.0153 0.2862 1.5404

=====

(3)
This record from the OMol25 dataset describes a molecular structure, C5H11N5O3P in a non-equilibrium geometry. The level of theory is the ωB97M-V functional and the def2-TZVPD basis.

Values from the calculation:
E_LUMO: -6.287 eV
energy relative to the best compared isomer or geometry (same formula, charge and spin): 725.0 kJ/mol
orbital gap: 5.941 eV
calculated total energy: -28230.8230 eV
charge: +1

Last column: Mulliken charge in e.
CARTESIAN COORDINATES (ANGSTROEM)
1 C -4.8674 0.1861 -0.1313  -0.02
2 C -2.5205 0.1812 0.3688  0.38
3 C 1.8365 2.0625 -1.4093  -0.86
4 C 2.8060 1.1286 0.6916  -0.75
5 C 1.8433 -2.7578 0.4759  -0.74
6 N -4.3515 1.3413 0.3549  -0.53
7 N -3.1161 1.3160 0.5597  0.12
8 N -4.0162 -0.7239 -0.2403  -0.15
9 N -1.3250 -0.3708 0.2876  0.91
10 N 1.8723 1.0866 -0.3757  0.27
11 O -1.1672 -1.4799 -0.1986  -0.54
12 O -0.2373 0.3263 0.5394  -0.45
13 O 1.8259 -1.2851 0.4754  -0.16
14 P 1.0581 -0.3901 -0.5623  0.07
15 H -5.9237 0.1200 -0.2319  0.45
16 H 2.8945 2.3321 -1.7458  0.28
17 H 1.1112 1.8352 -2.0633  0.33
18 H 1.4109 3.0415 -1.1021  0.35
19 H 3.7236 1.7041 0.3960  0.30
20 H 2.5476 1.7421 1.6012  0.29
21 H 2.9784 0.1084 1.1849  0.27
22 H 2.7393 -3.2155 -0.0368  0.32
23 H 1.0409 -3.4164 0.1133  0.30
24 H 1.8578 -3.1396 1.5221  0.31
25 H -4.0213 -1.7328 -0.4733  0.25

Cartesian forces (eV/Å) of the 2 atoms listed first:
0.0030 -0.1810 0.8173
-5.2683 -1.3362 -1.3876

=====

(4)
This record from the OMol25 dataset describes C4H7N3O in the gas phase in a non-equilibrium geometry. The level of theory is the ωB97M-V functional and the def2-TZVPD basis.

Values from the calculation:
E_LUMO: 0.433 eV
SMILES string: [H]/N=C/N/N=C/[C@H]1CO1
energy relative to the best compared isomer or geometry (same formula, charge and spin): 761.7 kJ/mol
orbital gap: 9.260 eV
calculated total energy: -10771.8523 eV
charge: 0

Last column: Mulliken charge in e.
CARTESIAN COORDINATES (ANGSTROEM)
1 H 3.2785 -1.2713 -0.0551  0.29
2 N 2.1619 -1.1898 0.0451  -0.57
3 C 2.2679 0.1111 -0.1488  0.00
4 N 1.3295 1.0934 -0.3311  -0.31
5 N 0.0934 0.8542 -0.0363  -0.23
6 C -0.2031 -0.3879 -0.2069  -0.06
7 C -1.6087 -0.5763 0.3480  -0.16
8 C -2.7209 0.4953 0.1664  -0.20
9 O -2.6373 -0.4516 -0.7874  -0.39
10 H 3.4894 0.3341 -0.1057  0.17
11 H 1.8385 2.1375 0.1243  0.34
12 H 0.2335 -1.4663 -0.7853  0.32
13 H -1.6767 -1.6142 0.7118  0.34
14 H -3.4896 0.3556 1.0825  0.21
15 H -2.3565 1.5762 -0.0216  0.24

Cartesian forces (eV/Å) of the 2 atoms listed first:
-3.3487 -1.6679 0.9782
3.7128 1.8821 -1.1720